w:
21
Properties=species:S:1:pos:R:3 method="wB97M-V/def2-TZVPD" homo_energy_ev=-12.31 gap_ev=8.77 total_charge=+1 lumo_energy_ev=-3.5379
C 2.910 1.616 0.174
C 0.529 1.223 -0.038
C 2.508 -1.527 -1.202
C 1.533 2.170 0.414
C 2.230 -0.402 -0.585
C -3.617 -2.667 0.291
N 3.129 0.443 -0.155
N 0.835 0.021 -0.561
N -0.705 1.660 -0.027
O 2.655 -2.565 -1.647
S -2.688 -1.139 -0.044
H 3.688 2.161 0.713
H -2.544 -0.666 1.235
H 1.545 2.244 1.598
H 1.498 3.226 0.100
H -3.232 -2.896 1.236
H -3.247 -3.344 -0.609
H -4.704 -2.685 0.220
H 0.090 -0.515 -1.058
H -0.964 2.561 0.379
H -1.448 1.081 -0.434

x:
21
Properties=species:S:1:pos:R:3 method="wB97M-V/def2-TZVPD" smiles="C[C@]1(S)NC=C(C=O)C(=[NH2+])N1" homo_energy_ev="-13.06 / -13.06" gap_ev="8.93 / 8.93" total_charge=+1 lumo_energy_ev="-4.1289 / -4.1291"
C 2.049 -0.067 1.693
C 0.518 -0.480 1.123
S -0.477 -1.407 2.387
N 0.618 -1.425 -0.040
C -0.124 -1.303 -1.148
C -0.924 -0.115 -1.298
C -1.528 0.124 -2.584
O -2.128 1.129 -2.872
C -0.816 0.978 -0.387
N -1.134 2.196 -0.770
N -0.151 0.745 0.765
H 1.904 0.358 2.702
H 2.471 0.783 1.273
H 2.659 -0.933 1.739
H 0.601 -2.284 2.655
H 0.967 -2.287 0.159
H -0.195 -2.064 -1.843
H -1.561 -0.809 -3.296
H -1.563 2.450 -1.667
H -1.053 2.979 -0.128
H -0.132 1.433 1.538

Which structure loses on stability? w does.

w:
23
Properties=species:S:1:pos:R:3 method="wB97M-V/def2-TZVPD" homo_energy_ev=-7.52 gap_ev=6.84 lumo_energy_ev=-0.6774
C -1.193 1.773 -0.466
C -0.340 0.658 -1.000
C -0.774 0.176 -2.358
C 0.774 0.206 -0.333
C 1.354 0.964 0.782
C 0.695 0.956 1.937
N -0.470 0.379 2.050
C -0.888 -0.700 1.598
N -0.254 -1.848 1.424
C 0.838 -2.340 0.991
C 1.404 -2.062 -0.304
N 1.307 -0.957 -0.833
H -0.915 1.990 0.507
H -2.272 1.674 -0.362
H -1.045 2.591 -1.199
H -0.459 -0.785 -2.531
H -0.406 0.927 -2.955
H -1.837 0.327 -2.431
H 2.279 1.429 0.696
H 1.098 1.490 2.770
H -1.955 -0.678 1.370
H 1.119 -3.332 1.426
H 1.942 -2.835 -0.779

x:
23
Properties=species:S:1:pos:R:3 method="wB97M-V/def2-TZVPD" homo_energy_ev=-8.39 gap_ev=9.25 lumo_energy_ev=0.8573
C 2.961 -0.234 1.261
C 3.300 -0.638 0.052
C 2.399 -1.219 -0.863
C 1.199 -0.751 -0.946
C 0.727 0.503 -0.399
C -0.500 0.929 -0.155
C -0.952 2.338 0.195
N -1.600 -0.086 -0.025
N -2.799 0.487 -0.148
C -3.636 -0.534 -0.055
C -2.923 -1.708 0.127
N -1.648 -1.352 0.218
H 3.593 0.335 1.938
H 1.877 -0.283 1.496
H 4.235 -0.700 -0.417
H 2.828 -2.080 -1.305
H 0.546 -1.048 -1.722
H 1.480 1.266 -0.482
H -1.272 2.805 -0.616
H -0.214 2.867 0.775
H -1.749 2.330 0.902
H -4.701 -0.461 -0.083
H -3.151 -2.766 0.251

Which structure loses on stability? w does.

w:
19
Properties=species:S:1:pos:R:3 method="wB97M-V/def2-TZVPD" smiles=OCCCO.O.O homo_energy_ev=-10.21 gap_ev=10.59 lumo_energy_ev=0.3801
O 1.894 -1.700 1.154
C 0.686 -0.937 1.082
C 0.641 -0.242 -0.266
C -0.601 0.606 -0.393
O -0.740 1.140 -1.734
H 2.250 -1.645 2.044
H 0.622 -0.223 1.899
H -0.158 -1.632 1.162
H 0.600 -1.023 -1.038
H 1.535 0.353 -0.421
H -0.611 1.441 0.311
H -1.501 0.019 -0.175
H -0.650 2.093 -1.643
O -2.212 -0.106 2.759
H -2.100 0.798 2.442
H -3.035 -0.074 3.257
O 1.499 0.295 -3.630
H 0.629 -0.015 -3.930
H 1.251 0.852 -2.879

x:
19
Properties=species:S:1:pos:R:3 method="wB97M-V/def2-TZVPD" smiles="C=CCO.O.O.O" homo_energy_ev=-10.00 gap_ev=10.58 lumo_energy_ev=0.5782
C -1.398 -3.133 3.603
C -1.309 -2.176 2.693
C -1.448 -2.463 1.107
O -0.355 -1.954 0.499
H -1.126 -2.792 4.521
H -1.597 -4.175 3.525
H -1.030 -1.107 2.875
H -1.641 -3.485 0.880
H -2.216 -1.866 0.591
H 0.349 -2.523 0.099
O 0.979 0.931 -6.422
H 1.511 1.153 -7.165
H 1.009 1.865 -6.014
O 2.603 4.341 -1.959
H 1.963 4.967 -2.252
H 2.106 3.912 -1.335
O 0.498 2.933 1.223
H 0.268 3.520 2.040
H 0.835 2.054 1.491

y:
19
Properties=species:S:1:pos:R:3 method="wB97M-V/def2-TZVPD" smiles="C/C=C/O.O.O.O" homo_energy_ev=-8.64 gap_ev=9.30 lumo_energy_ev=0.6645
C -3.123 0.553 0.533
C -2.016 -0.385 0.047
C -0.989 0.132 -0.616
O -0.083 -0.735 -1.217
H -4.099 0.226 0.167
H -2.980 1.543 0.119
H -3.025 0.622 1.620
H -1.983 -1.404 0.414
H -0.900 1.190 -0.817
H 0.685 -0.188 -1.500
O 1.982 1.025 -1.640
H 2.242 1.088 -0.702
H 2.830 0.839 -2.075
O 2.670 0.760 1.070
H 1.969 1.100 1.626
H 2.538 -0.190 0.866
O 1.696 -1.839 0.682
H 0.879 -1.736 0.166
H 1.708 -2.600 1.257

Which structure loses on stability? x does.

w:
18
Properties=species:S:1:pos:R:3 method="wB97M-V/def2-TZVPD" smiles="CCSc1nnc(O)[nH]c1=O" homo_energy_ev=-8.58 gap_ev=8.86 lumo_energy_ev=0.2833
C -2.583 -1.053 0.773
C -2.504 -0.150 -0.458
S -1.550 1.350 -0.320
C 0.029 0.692 -0.418
N 0.267 -0.600 -0.619
N 1.676 -1.096 -0.608
C 2.594 -0.228 -0.095
O 3.908 -0.527 0.083
N 2.393 1.077 0.062
C 1.144 1.667 -0.068
O 0.999 2.819 0.146
H -1.558 -1.411 1.041
H -3.066 -0.349 1.472
H -3.319 -1.896 0.604
H -2.153 -0.752 -1.365
H -3.492 0.279 -0.693
H 4.055 -1.543 0.082
H 3.161 1.720 0.380

x:
18
Properties=species:S:1:pos:R:3 method="wB97M-V/def2-TZVPD" homo_energy_ev=-8.75 gap_ev=8.80 lumo_energy_ev=0.0431
C 0.505 3.576 -0.969
C 0.214 1.328 -0.741
C -0.233 -0.677 0.008
C -0.124 -1.954 0.652
C 1.141 -2.344 1.489
H -0.265 3.788 -0.028
H -0.120 3.787 -1.881
H 1.352 4.404 -0.987
H -2.763 -2.777 -0.566
H 0.928 -3.292 2.231
H 1.379 -1.548 2.281
H 1.988 -2.429 1.107
N 0.649 0.273 0.064
N -2.033 -2.245 -0.199
N -1.074 -2.824 0.529
O 1.094 2.333 -0.813
O -0.909 1.334 -1.327
S -1.731 -0.730 -0.850

Which structure loses on stability? x does.

w:
16
Properties=species:S:1:pos:R:3 method="wB97M-V/def2-TZVPD" smiles="[H]/N=C/N.NCN" homo_energy_ev=-8.59 gap_ev=9.59 lumo_energy_ev=1.0022
H 0.550 1.779 0.454
N 1.339 1.374 -0.047
C 1.389 1.834 -1.229
N 2.378 1.479 -2.129
H 0.877 2.760 -1.492
H 2.651 2.204 -2.741
H 3.104 0.941 -1.670
N -0.467 -0.920 1.030
C -1.533 -1.901 1.411
N -2.835 -1.501 0.965
H -0.508 -0.755 0.039
H 0.353 -1.455 1.274
H -1.431 -2.060 2.489
H -1.235 -2.845 0.938
H -3.451 -2.277 0.816
H -2.913 -0.884 0.182

x:
16
Properties=species:S:1:pos:R:3 method="wB97M-V/def2-TZVPD" smiles="[H]/N=C/N.NCN" homo_energy_ev=-9.13 gap_ev=10.14 lumo_energy_ev=1.0148
H 3.104 1.362 1.026
N 2.506 0.545 0.970
C 2.430 0.184 -0.254
N 1.775 -0.961 -0.613
H 2.823 0.828 -1.037
H 2.156 -1.598 -1.289
H 1.445 -1.410 0.230
N -0.808 0.507 0.399
C -2.273 0.353 0.201
N -2.583 -0.777 -0.668
H -0.567 0.389 1.377
H -0.492 1.456 0.237
H -2.716 0.183 1.177
H -2.655 1.283 -0.218
H -1.857 -0.740 -1.381
H -2.287 -1.605 -0.156

y:
16
Properties=species:S:1:pos:R:3 method="wB97M-V/def2-TZVPD" smiles="[H]/N=C/N.NCN" homo_energy_ev=-9.27 gap_ev=10.22 lumo_energy_ev=0.9488
H 0.709 1.668 -2.545
N 0.792 1.105 -1.662
C 1.631 0.212 -2.007
N 2.232 -0.505 -0.934
H 2.107 -0.117 -2.972
H 2.477 -1.412 -1.257
H 2.252 -0.380 0.088
N -1.261 -1.079 0.817
C -1.735 0.044 1.585
N -1.118 1.254 1.198
H -1.837 -1.874 1.118
H -0.421 -1.402 1.292
H -2.753 0.145 1.338
H -1.704 -0.163 2.544
H -1.282 1.355 0.177
H -0.088 1.148 1.222

z:
16
Properties=species:S:1:pos:R:3 method="wB97M-V/def2-TZVPD" smiles=CCN(N)NN homo_energy_ev=-8.57 gap_ev=9.72 lumo_energy_ev=1.1511
C 1.199 -1.311 0.980
C -0.068 -1.180 0.194
N -0.557 0.203 0.215
N -1.803 0.334 -0.403
N 0.480 1.025 -0.537
N 0.268 2.350 -0.669
H 1.275 -0.771 1.848
H 1.435 -2.373 0.978
H 2.247 -0.938 0.515
H 0.219 -1.489 -0.890
H -0.836 -1.909 0.702
H -2.522 0.333 0.307
H -2.084 -0.305 -1.234
H 0.855 0.657 -1.460
H -0.643 2.699 -0.882
H 0.536 2.676 0.338

Which structure loses on stability? z does.

w:
19
Properties=species:S:1:pos:R:3 method="wB97M-V/def2-TZVPD" smiles="C[C@@H]1OC1=O.CCC=O" homo_energy_ev=-9.76 gap_ev=9.63 lumo_energy_ev=-0.1317
C -0.560 -0.229 3.403
C -0.474 -0.431 1.938
O -1.161 0.574 1.175
C -1.593 -0.693 1.064
O -1.732 -1.390 0.081
H -0.545 -1.191 3.923
H -1.473 0.303 3.692
H 0.296 0.360 3.748
H 0.496 -0.774 1.606
C 0.075 1.323 -2.137
C 1.036 0.229 -2.556
C 1.111 -0.836 -1.497
O 2.041 -0.933 -0.700
H -0.011 2.078 -2.924
H -0.922 0.919 -1.934
H 0.425 1.818 -1.224
H 2.037 0.638 -2.723
H 0.705 -0.243 -3.487
H 0.250 -1.523 -1.449

x:
19
Properties=species:S:1:pos:R:3 method="wB97M-V/def2-TZVPD" homo_energy_ev=-9.04 gap_ev=9.79 lumo_energy_ev=0.7527
C 1.139 -1.643 1.898
C -0.053 -1.930 -0.116
C -0.537 -0.707 -0.376
C -1.742 -0.480 -1.306
C 0.417 0.464 -0.257
C 0.394 3.014 -0.423
H 1.862 -0.871 1.804
H -0.036 -1.365 2.528
H 1.310 -2.586 2.531
H -0.576 -2.717 -0.618
H -2.404 0.215 -0.602
H -1.166 -0.059 -2.165
H -2.206 -1.329 -1.656
H 1.144 2.894 0.483
H 0.801 3.472 -1.490
H -0.596 3.737 -0.183
O 0.931 -2.329 0.614
O 1.541 0.455 0.112
O -0.223 1.767 -0.777

Which structure loses on stability? x does.

w:
6
Properties=species:S:1:pos:R:3 method="wB97M-V/def2-TZVPD" homo_energy_ev=-2.77 gap_ev=8.04 total_charge=-1 lumo_energy_ev=5.2648
N 0.450 0.853 -0.171
O 1.358 -0.380 0.229
P -0.408 -0.646 -0.251
H -0.619 -1.223 1.218
H 1.038 1.368 -0.868
H -1.819 0.028 -0.157

x:
6
Properties=species:S:1:pos:R:3 method="wB97M-V/def2-TZVPD" homo_energy_ev=-1.67 gap_ev=6.75 total_charge=-1 lumo_energy_ev=5.0797
N -1.134 -0.406 0.870
O -0.088 -0.727 -0.128
P 0.385 0.760 -0.434
H -1.937 -0.776 0.285
H 1.467 0.183 -1.116
H 1.306 0.967 0.523

Which structure loses on stability? w does.

w:
24
Properties=species:S:1:pos:R:3 method="wB97M-V/def2-TZVPD" homo_energy_ev=-0.85 gap_ev=6.61 total_charge=-2 lumo_energy_ev=5.7607
C -1.306 -0.156 -1.567
C 1.300 1.325 -0.469
C 1.202 -0.201 1.459
C 1.396 -1.046 -0.833
C -0.922 -0.065 -0.142
N 0.837 -0.010 0.069
O -2.515 -0.511 -1.716
O -1.223 -1.571 2.081
O -3.127 0.785 0.770
O -0.495 0.062 -2.504
O -0.997 -2.677 -0.155
O -1.697 2.574 -0.176
O -1.059 1.497 1.898
S -1.767 -1.656 0.650
S -1.793 1.314 0.626
H 1.170 1.351 -1.595
H 0.685 2.147 0.100
H 2.417 1.594 -0.344
H 2.143 -0.601 1.259
H 0.966 0.819 1.854
H 0.361 -0.766 1.965
H 0.543 -1.874 -0.941
H 1.606 -0.802 -1.870
H 2.274 -1.532 -0.419

x:
24
Properties=species:S:1:pos:R:3 method="wB97M-V/def2-TZVPD" smiles="C[C@@]1(S(=O)(=O)[O-])COCCN1S(=O)(=O)[O-]" homo_energy_ev=-1.95 gap_ev=7.90 total_charge=-2 lumo_energy_ev=5.9432
C -0.416 -1.455 1.495
C -0.546 -0.346 0.470
S -2.178 -0.585 -0.263
O -2.515 0.442 -1.284
O -2.266 -1.939 -0.885
O -3.107 -0.627 0.914
C -0.511 1.134 0.989
O -0.440 2.148 -0.041
C 0.463 1.856 -1.090
C 0.500 0.432 -1.634
N 0.540 -0.577 -0.585
S 2.116 -0.604 0.119
O 2.182 -0.003 1.510
O 2.371 -2.086 0.207
O 3.078 -0.016 -0.826
H -0.768 -2.327 1.001
H -1.073 -1.306 2.366
H 0.735 -1.707 1.556
H -1.402 1.200 1.455
H 0.384 1.287 1.507
H 1.485 1.970 -0.672
H 0.182 2.671 -1.786
H -0.273 0.205 -2.306
H 1.459 0.234 -2.219

Which structure loses on stability? w does.

w:
41
Properties=species:S:1:pos:R:3 method="wB97M-V/def2-TZVPD" homo_energy_ev=-7.86 gap_ev=8.04 lumo_energy_ev=0.1748
C 0.339 2.773 -2.150
O -0.555 3.843 -1.802
C 1.581 2.731 -1.261
C 1.211 2.812 0.239
C 1.041 1.467 0.897
C -0.144 0.981 1.266
N -0.393 -0.232 1.982
N 2.228 0.668 1.017
H 0.662 3.066 -3.137
H -0.218 1.848 -2.042
H -1.367 3.508 -1.419
H 2.326 3.494 -1.470
H 2.103 1.800 -1.485
H 0.273 3.346 0.340
H 2.069 3.249 0.759
H -1.000 1.648 1.195
H 0.487 -0.717 2.121
H -0.694 0.047 2.910
H 1.980 -0.272 0.722
H 2.894 0.953 0.306
H 1.946 -1.717 -1.977
H 2.920 -0.694 -2.330
O 2.602 -1.536 -2.676
H -2.781 -1.297 3.838
H -2.134 -2.495 3.096
O -2.714 -1.735 2.987
H 0.682 -3.722 3.001
H 0.849 -3.008 1.649
O 0.666 -2.863 2.584
H 2.049 -3.264 -0.157
H 0.484 -3.048 -0.580
O 1.346 -2.652 -0.329
H -2.636 -1.275 0.787
H -2.712 0.169 0.440
O -3.244 -0.631 0.400
H -1.545 -1.663 -1.597
H -0.044 -1.699 -2.166
O -0.712 -2.177 -1.677
H -3.241 -0.409 -0.637
H -3.673 -0.624 -2.123
O -2.930 -0.670 -1.521

x:
41
Properties=species:S:1:pos:R:3 method="wB97M-V/def2-TZVPD" smiles="C=C(N)C[C@H](N)CO.O.O.O.O.O.O.O" homo_energy_ev=-8.20 gap_ev=8.55 lumo_energy_ev=0.3474
C -0.157 0.294 -3.282
C 0.392 -0.296 -2.195
N 1.572 -0.969 -2.464
C 0.076 0.077 -0.770
C -1.446 0.140 -0.509
N -1.794 1.284 0.338
C -2.049 -1.089 0.183
O -1.361 -2.316 -0.223
H 0.222 0.091 -4.269
H -0.949 1.070 -3.190
H 1.951 -1.042 -3.373
H 2.076 -1.367 -1.676
H 0.669 0.957 -0.464
H 0.697 -0.693 -0.113
H -1.905 0.175 -1.485
H -2.752 1.246 0.648
H -1.171 1.375 1.131
H -3.047 -1.529 -0.117
H -2.162 -1.041 1.259
H -0.464 -2.213 -0.614
O 0.404 2.454 2.738
H -0.202 2.641 3.453
H 0.305 3.038 1.967
O -2.756 -2.425 2.494
H -3.586 -2.866 2.701
H -2.369 -3.010 1.809
O 1.487 2.800 -1.695
H 1.540 2.124 -1.016
H 0.940 2.309 -2.336
O 2.854 0.567 2.513
H 2.211 0.313 3.189
H 2.634 1.500 2.394
O 2.789 -1.329 0.484
H 3.397 -1.872 1.002
H 2.820 -0.431 0.839
O -0.115 4.239 0.767
H 0.446 4.238 -0.017
H -1.022 4.268 0.446
O -0.048 -4.603 -0.057
H 0.568 -4.201 -0.672
H -0.696 -3.908 0.183

Which structure loses on stability? w does.

w:
9
Properties=species:S:1:pos:R:3 method="wB97M-V/def2-TZVPD" smiles="N#CC=C=N.N#N" homo_energy_ev=-9.74 gap_ev=10.00 lumo_energy_ev=0.2594
N -1.137 2.751 -0.459
C -0.719 1.684 -0.643
C -0.174 0.416 -0.984
C 0.658 -0.315 -0.272
N 1.351 -1.155 0.250
H 0.943 0.435 -1.495
H 2.339 -1.214 0.084
N -1.747 -1.699 2.122
N -1.513 -0.903 1.398

x:
9
Properties=species:S:1:pos:R:3 method="wB97M-V/def2-TZVPD" homo_energy_ev=-8.63 gap_ev=9.07 lumo_energy_ev=0.4332
C -1.258 -1.040 -0.587
C -0.813 0.030 -0.342
C -0.328 1.393 -0.186
N 0.636 1.602 -0.868
N 1.696 1.867 -1.248
N 1.865 -1.989 2.014
N 0.798 -1.898 1.874
H -1.613 -2.073 -0.854
H -0.983 2.108 0.197

y:
9
Properties=species:S:1:pos:R:3 method="wB97M-V/def2-TZVPD" smiles=N#Cc1c[nH]nn1 homo_energy_ev=-10.65 gap_ev=10.78 lumo_energy_ev=0.1223
N 3.110 0.092 -0.094
C 1.968 0.194 0.014
C 0.555 0.258 0.147
C -0.327 -0.737 -0.057
N -1.561 -0.203 0.127
N -1.391 1.151 0.495
N -0.148 1.385 0.560
H -0.291 -1.758 -0.393
H -1.914 -0.382 -0.800

z:
9
Properties=species:S:1:pos:R:3 method="wB97M-V/def2-TZVPD" homo_energy_ev=-8.54 gap_ev=9.18 lumo_energy_ev=0.6326
C -0.475 -0.036 1.044
C -0.074 0.211 -0.065
C 0.480 0.334 -1.343
N 0.911 1.390 -1.902
N 1.334 2.366 -2.289
N 2.400 0.899 2.527
N 2.307 1.965 2.239
H -1.125 -0.257 1.796
H 0.200 -0.272 -2.104

Which structure loses on stability? x does.

w:
9
Properties=species:S:1:pos:R:3 method="wB97M-V/def2-TZVPD" homo_energy_ev=-9.33 gap_ev=8.87 lumo_energy_ev=-0.4664
N -1.729 -1.481 2.165
C -1.095 -1.074 1.283
C -0.319 -0.536 0.231
C 0.223 0.791 0.095
N 0.903 1.029 -0.962
N 0.666 -0.962 -1.790
N 0.046 -1.238 -0.858
H 0.020 1.507 0.892
H 1.285 1.964 -1.057

x:
9
Properties=species:S:1:pos:R:3 method="wB97M-V/def2-TZVPD" homo_energy_ev=-10.10 gap_ev=10.52 lumo_energy_ev=0.4251
C -2.695 0.173 -0.157
C -1.454 0.043 0.199
C -0.001 -0.027 -0.007
H -3.714 0.101 -0.129
H 2.706 -1.055 0.284
N 0.589 1.214 0.003
N 1.942 0.908 -0.040
N 1.863 -0.327 -0.116
N 0.765 -1.029 -0.037

Which structure loses on stability? x does.

w:
10
Properties=species:S:1:pos:R:3 method="wB97M-V/def2-TZVPD" smiles="S=CN1CC1" homo_energy_ev=-8.93 gap_ev=8.38 lumo_energy_ev=-0.5550
S -3.117 0.005 -0.299
C -1.489 0.035 0.209
N -0.359 -0.036 -0.520
C 0.855 -0.725 -0.237
C 0.741 0.763 -0.220
H -1.329 -0.158 1.293
H 0.839 -1.194 0.699
H 1.462 -1.188 -1.034
H 1.013 0.957 0.978
H 1.384 1.542 -0.869

x:
10
Properties=species:S:1:pos:R:3 method="wB97M-V/def2-TZVPD" smiles="C=CC(N)=S" homo_energy_ev=-8.53 gap_ev=8.62 lumo_energy_ev=0.0869
C 1.417 -0.517 -0.150
C 0.204 -0.904 0.221
C -1.034 -0.022 0.072
N -0.698 1.270 0.025
S -2.566 -0.553 -0.083
H 2.214 -1.317 -0.332
H 1.665 0.438 -0.374
H -0.089 -1.918 0.410
H -1.452 1.955 0.093
H 0.338 1.568 0.117

Which structure loses on stability? w does.